# 1
DFT (ωB97M-V with the def2-TZVPD basis set) results for one molecule with the formula C7H12.

Geometry as XYZ:
```
19
Properties=species:S:1:pos:R:3:forces:R:3:lowdin_charge:R:1
C -0.059620 -1.510546 3.764539 0.00 -0.05 0.06 -0.1149
C 0.000585 -0.539246 2.670883 0.02 0.32 -0.37 -0.0867
C 0.045734 0.242416 1.754026 -0.01 -0.33 0.36 -0.0531
C 0.082755 1.066812 0.540489 0.00 0.04 -0.01 -0.2205
C 0.001498 0.174957 -0.705986 0.00 -0.07 -0.03 -0.2413
C -0.029421 0.940043 -2.025445 0.00 0.05 0.03 -0.2818
C -0.068094 -0.012529 -3.219171 -0.01 -0.03 -0.06 -0.1236
H -0.031216 -2.531917 3.370020 0.00 0.15 0.06 0.0754
H -0.983401 -1.398916 4.341247 0.13 0.00 -0.08 0.0742
H 0.785677 -1.391012 4.449706 -0.12 0.01 -0.10 0.0740
H 1.002885 1.665687 0.517307 -0.12 -0.11 0.02 0.1160
H -0.751543 1.780932 0.546687 0.10 -0.12 0.01 0.1160
H 0.854957 -0.515616 -0.696999 -0.11 0.09 -0.01 0.1194
H -0.897934 -0.449592 -0.627485 0.12 0.08 -0.02 0.1181
H 0.850082 1.594573 -2.098869 -0.12 -0.09 0.02 0.1086
H -0.907944 1.599462 -2.044877 0.11 -0.09 0.01 0.1083
H 0.864962 -0.582907 -3.295132 -0.13 0.08 0.02 0.0724
H -0.885881 -0.735295 -3.111324 0.10 0.12 -0.03 0.0720
H -0.214573 0.520896 -4.163716 0.04 -0.06 0.13 0.0674
```
Forces are in eV/Å.

Computed properties:
HOMO-LUMO gap in eV: 10.41
E_HOMO in hartree: -0.3430
Total charge: 0
SMILES string: CC#CCCCC
ΔE to the lowest compared entry with this formula, charge and spin in kJ/mol: 122.7



# 2
DFT (ωB97M-V with the def2-TZVPD basis set) results for an isolated ion of composition C7H12BIN2O2P and charge +1.

Geometry as XYZ:
```
26
Properties=species:S:1:pos:R:3:forces:R:3:lowdin_charge:R:1
C -2.235978 0.404700 -1.546172 -0.16 -0.09 0.05 -0.0931
C -2.684343 0.049944 -0.122836 0.85 0.08 -0.15 -0.1249
B -1.655522 -0.806762 0.686674 -0.52 -0.10 -0.44 -0.5279
O -1.881901 -1.513026 1.790863 0.23 0.24 0.09 0.2389
N -0.190397 -0.859582 0.187635 -0.04 0.08 0.49 0.0196
N 0.055205 -1.938459 -0.530087 -0.28 0.09 0.10 0.1103
C 1.274154 -2.066189 -1.009555 -0.06 -0.09 -0.04 -0.7592
I 1.649692 -3.767281 -2.117431 0.02 0.00 -0.01 1.0227
C 2.251840 -1.099834 -0.791752 0.07 0.29 0.16 -0.0238
C 1.980168 0.035720 -0.042022 -0.01 -0.40 -0.19 -0.1766
C 3.043600 1.070942 0.146004 -0.09 -0.11 -0.49 -0.0157
C 0.672743 0.113942 0.475067 0.22 -0.06 -0.24 -0.1874
P 0.163985 1.525972 1.557419 0.16 0.25 0.43 0.7878
O 1.294713 2.096757 2.293772 0.20 0.07 -0.01 -0.3632
H -1.925270 -0.474455 -2.101274 0.07 -0.13 -0.11 0.0760
H -1.413866 1.114842 -1.535000 0.19 0.08 -0.04 0.0664
H -3.044496 0.865198 -2.100066 -0.13 0.11 -0.08 0.0846
H -2.802250 0.989696 0.424110 -0.36 0.06 0.19 0.1111
H -3.640822 -0.463718 -0.134152 -0.24 0.01 0.13 0.1188
H -2.772006 -1.355779 2.127620 -0.13 -0.34 0.13 0.1412
H 3.228818 -1.240690 -1.224827 0.16 0.03 -0.05 0.1220
H 2.636536 2.054193 0.320146 0.02 0.18 0.26 0.0745
H 3.708673 0.788926 0.954574 0.00 0.08 0.29 0.1142
H 3.637010 1.110433 -0.762570 0.13 -0.03 -0.11 0.0987
H -0.835177 0.984126 2.382512 -0.20 -0.16 -0.28 0.0408
H -0.515109 2.380383 0.671349 -0.10 -0.11 -0.07 0.0443
```
Forces are in eV/Å.

Computed properties:
HOMO-LUMO gap in eV: 8.38
E_HOMO in hartree: -0.4910
Total charge: +1
SMILES string: CCB(O)[n+]1nc(I)cc(C)c1[PH2]=O



Number 1: molecular weight 96.17 g/mol. Number 2: molecular weight 324.87 g/mol.